(1)
{"formula": "C4H4N2O2", "method": "wB97M-V/def2-TZVPD", "symbols": ["C", "C", "C", "C", "H", "H", "H", "H", "N", "N", "O", "O"], "xyz": [[-0.786, 0.353, 0.873], [-0.904, -1.099, 1.291], [0.261, -1.519, 0.710], [0.902, -0.566, -0.434], [1.466, 1.534, -0.907], [-1.355, 2.151, 0.454], [-1.506, -1.453, 2.027], [1.110, -2.307, 0.774], [-0.093, 0.280, -0.522], [-1.458, 1.377, 1.223], [-0.042, 1.148, -1.569], [1.830, -0.465, -1.168]], "mulliken_charge": [0.48, -0.63, -0.26, 0.51, 0.33, 0.31, 0.48, 0.28, 0.15, -0.64, -0.47, -0.54], "lumo_energy_ev": -1.48, "e_tot_ha": -414.5222, "de_lowest_ev": 8.815}

(2)
{"formula": "C4H4N2O2", "method": "wB97M-V/def2-TZVPD", "symbols": ["C", "C", "C", "C", "H", "H", "H", "H", "N", "N", "O", "O"], "xyz": [[0.617, -0.586, 0.081], [0.067, 0.879, 0.171], [-1.225, 1.116, 0.013], [-1.641, -1.174, -0.015], [3.597, -0.122, -0.170], [0.702, 1.764, 0.060], [-1.648, 2.133, -0.053], [-2.472, -1.933, 0.039], [1.878, -0.877, 0.016], [-0.392, -1.533, 0.045], [2.666, 0.236, -0.081], [-2.152, 0.095, -0.105]], "mulliken_charge": [0.55, -0.21, -0.15, 0.15, 0.36, 0.33, 0.36, 0.33, -0.50, -0.51, -0.36, -0.35], "lumo_energy_ev": 0.80, "smiles": "O/N=c1\\ccocn1", "e_tot_ha": -414.7166, "de_lowest_ev": 3.526}

(3)
{"formula": "C4H4N2O2", "method": "wB97M-V/def2-TZVPD", "symbols": ["C", "C", "C", "C", "H", "H", "H", "H", "N", "N", "O", "O"], "xyz": [[0.871, -0.950, -0.533], [0.434, 0.433, -0.886], [-0.482, 1.041, -1.956], [-0.322, 0.898, 0.118], [-0.323, -2.276, 2.023], [1.188, -2.036, -1.246], [-1.204, 0.466, -2.599], [0.244, 1.824, -2.526], [0.641, -0.762, 0.836], [-0.185, 0.246, 1.292], [0.577, -1.942, 1.800], [-1.339, 1.579, -0.674]], "mulliken_charge": [-0.12, -0.20, -0.25, 0.49, 0.36, 0.30, 0.30, 0.23, 0.53, -0.77, -0.47, -0.38], "lumo_energy_ev": -0.07, "smiles": "On1cc2c(n1)OC2", "e_tot_ha": -414.5175, "de_lowest_ev": 8.943}

(4)
{"formula": "C4H4N2O2", "method": "wB97M-V/def2-TZVPD", "symbols": ["C", "C", "C", "C", "H", "H", "H", "H", "N", "N", "O", "O"], "xyz": [[0.711, -1.198, -0.797], [0.631, 1.203, -1.106], [-0.949, -0.211, 0.845], [-0.229, -1.227, 0.309], [1.417, 1.776, -1.578], [-0.952, 1.804, 1.839], [-1.282, -0.691, 1.938], [-0.695, -2.420, 0.543], [0.050, 1.777, -0.070], [-0.991, 1.117, 0.663], [1.690, -1.934, -0.969], [0.598, 0.003, -1.616]], "mulliken_charge": [0.36, 0.07, 0.09, -0.19, 0.41, 0.39, 0.18, 0.20, -0.46, -0.20, -0.49, -0.35], "lumo_energy_ev": -0.31, "e_tot_ha": -414.6369, "de_lowest_ev": 5.695}

(5)
{"formula": "C4H4N2O2", "method": "wB97M-V/def2-TZVPD", "symbols": ["C", "C", "C", "C", "H", "H", "H", "H", "N", "N", "O", "O"], "xyz": [[1.645, 0.301, -0.079], [0.349, 0.082, 0.168], [-1.889, -0.339, -0.128], [-0.546, 1.255, 0.202], [1.953, -1.520, -0.275], [1.743, 1.379, -0.036], [-0.569, -2.017, 0.503], [-0.097, 2.383, 0.130], [-0.620, -0.978, 0.008], [-1.735, 1.122, -0.298], [2.621, -0.699, -0.155], [-2.855, -0.969, -0.041]], "mulliken_charge": [-0.20, 0.54, 0.33, -0.24, 0.35, 0.27, 0.30, 0.25, -0.28, -0.38, -0.49, -0.45], "lumo_energy_ev": -0.24, "smiles": "O=C1N=C/C(=C/O)N1", "e_tot_ha": -414.7292, "de_lowest_ev": 3.184}

(6)
{"formula": "C4H4N2O2", "method": "wB97M-V/def2-TZVPD", "symbols": ["C", "C", "C", "C", "H", "H", "H", "H", "N", "N", "O", "O"], "xyz": [[-0.416, -0.606, 1.731], [-0.256, 0.111, 0.514], [-0.149, -0.461, -0.709], [0.279, 1.713, -0.817], [0.318, -2.272, 0.751], [-0.397, -1.408, -1.243], [0.466, 0.362, -2.554], [0.645, 2.709, -1.186], [0.072, 0.610, -1.540], [0.145, 1.338, 0.489], [0.073, -1.912, 1.737], [-0.780, -0.186, 2.829]], "mulliken_charge": [0.38, 0.53, -0.41, -0.16, 0.33, 0.33, 0.31, 0.37, -0.14, -0.53, -0.50, -0.54], "lumo_energy_ev": 0.20, "smiles": "O=C(O)c1c[nH]cn1", "e_tot_ha": -414.7826, "de_lowest_ev": 1.730}

(7)
{"formula": "C4H4N2OS", "method": "wB97M-V/def2-TZVPD", "symbols": ["C", "C", "C", "C", "H", "H", "H", "H", "N", "N", "O", "S"], "xyz": [[0.033, 0.639, -1.052], [-0.216, 0.500, 0.361], [1.451, -0.644, 1.667], [-1.390, 0.089, 0.959], [-1.716, 0.041, -1.748], [-0.535, 0.525, -3.033], [1.196, 0.633, -1.294], [2.083, -0.285, 2.583], [-0.874, 0.386, -2.123], [-2.231, -0.360, 1.664], [0.816, 0.566, 1.298], [1.382, -2.091, 0.716]], "mulliken_charge": [0.02, 0.09, -0.03, 0.28, 0.22, 0.21, 0.25, 0.29, -0.39, -0.44, -0.32, -0.17], "lumo_energy_ev": -0.45, "smiles": "N#C/C(=C\\N)OC=S", "e_tot_ha": -737.6486, "de_lowest_ev": 3.288}

(8)
{"formula": "C4H4N2S", "method": "wB97M-V/def2-TZVPD", "symbols": ["C", "C", "C", "C", "N", "N", "S", "H", "H", "H", "H"], "xyz": [[-1.898, 0.636, -0.221], [1.796, -0.774, 0.367], [-2.228, 1.804, 0.217], [2.078, -1.994, -0.071], [0.770, 1.324, 0.216], [1.218, 0.275, 0.125], [-1.581, -0.703, -0.989], [-1.414, 2.436, 0.555], [-3.228, 2.206, 0.255], [1.576, -2.490, -0.794], [2.910, -2.720, 0.341]], "mulliken_charge": [0.16, 0.30, -0.41, -0.56, -0.91, 0.68, -0.31, 0.30, 0.28, 0.27, 0.20], "lumo_energy_ev": -0.75, "e_tot_ha": -662.3163, "de_lowest_ev": 5.695}

(9)
{"formula": "C4H4N2S2", "method": "wB97M-V/def2-TZVPD", "symbols": ["C", "C", "C", "C", "N", "N", "S", "S", "H", "H", "H", "H"], "xyz": [[-1.181, -1.405, -0.316], [-1.126, -3.742, -0.263], [1.002, -2.274, 0.263], [0.511, 0.153, 0.413], [-1.688, -2.638, -0.390], [0.229, -1.204, 0.109], [-1.090, -5.144, 0.492], [2.613, -1.831, 0.717], [-1.766, -0.582, -0.836], [0.431, 0.811, -0.351], [-0.413, 0.326, 1.088], [1.460, 0.246, 0.905]], "mulliken_charge": [-0.24, -0.13, -0.73, -1.01, -0.12, 0.50, -0.59, -0.74, 0.17, 0.28, 0.34, 0.28], "lumo_energy_ev": 5.93, "e_tot_ha": -1060.5218, "de_lowest_ev": 3.361, "total_charge": -2}

(10)
{"formula": "C4H4N4", "method": "wB97M-V/def2-TZVPD", "symbols": ["C", "C", "C", "C", "H", "H", "H", "H", "N", "N", "N", "N"], "xyz": [[-0.187, 0.681, 0.081], [-0.482, -1.590, -0.099], [0.582, -0.621, 0.205], [1.968, -0.534, 0.233], [-0.066, 3.024, -0.589], [1.061, 1.836, 0.942], [-2.664, -1.024, -0.123], [-0.546, -2.635, 0.043], [0.479, 1.866, -0.060], [-1.597, 0.491, -0.202], [-1.655, -0.881, -0.055], [3.106, -0.612, -0.373]], "mulliken_charge": [0.43, -0.59, 0.38, -0.03, 0.35, 0.31, 0.26, 0.40, -0.56, -0.72, 0.22, -0.44], "lumo_energy_ev": 0.01, "e_tot_ha": -373.6466, "de_lowest_ev": 5.395}

(11)
{"formula": "C4H4N4", "method": "wB97M-V/def2-TZVPD", "symbols": ["C", "C", "C", "C", "H", "H", "H", "H", "N", "N", "N", "N"], "xyz": [[0.853, -0.797, 1.629], [-0.004, 0.346, -0.140], [-0.872, -0.580, -1.035], [-1.439, 1.416, -1.413], [3.543, -0.460, 1.007], [-0.415, -1.393, 2.700], [-0.667, -1.792, -1.030], [-2.086, 2.408, -1.685], [2.162, -1.056, 1.955], [1.025, 0.316, 0.474], [-1.753, -0.058, -1.721], [-0.348, 1.651, -0.740]], "mulliken_charge": [-0.03, 0.37, 0.10, -0.01, 0.24, 0.32, 0.30, 0.30, -0.48, -0.20, -0.49, -0.42], "lumo_energy_ev": -1.89, "e_tot_ha": -373.4098, "de_lowest_ev": 11.841}

(12)
{"formula": "C4H4N4O", "method": "wB97M-V/def2-TZVPD", "symbols": ["C", "C", "C", "C", "H", "H", "H", "H", "N", "N", "N", "N", "O"], "xyz": [[-1.581, -0.168, -0.024], [-0.627, -1.318, -0.449], [0.765, -1.232, -0.295], [1.532, -0.151, 0.111], [-3.082, 0.397, 1.113], [-0.897, -2.375, -0.902], [1.454, -1.873, -0.766], [3.629, 0.163, 0.781], [2.697, -0.569, 0.534], [1.275, 1.349, -0.051], [-0.026, 1.609, -0.481], [-1.078, 1.050, -0.031], [-2.715, -0.397, 0.490]], "mulliken_charge": [0.71, -0.42, 0.07, 0.27, 0.41, 0.25, 0.31, 0.28, -0.65, -0.21, -0.47, -0.04, -0.51], "lumo_energy_ev": -0.79, "smiles": "[H]/N=c1/ccc(O)nnn1", "e_tot_ha": -448.8542, "de_lowest_ev": 6.565}

(13)
{"formula": "C4H4N4O2", "method": "wB97M-V/def2-TZVPD", "symbols": ["C", "C", "C", "C", "N", "N", "N", "N", "O", "O", "H", "H", "H", "H"], "xyz": [[0.975, 1.575, -0.103], [1.079, 0.217, 0.063], [-1.183, 1.139, 0.092], [-2.302, -0.771, -0.077], [-2.292, 0.630, -0.112], [-0.993, -1.263, 0.043], [-0.073, -0.360, 0.471], [2.265, -0.482, 0.110], [-3.264, -1.477, -0.190], [-0.340, 2.064, -0.057], [1.733, 2.326, -0.168], [-0.913, -2.225, 0.352], [3.080, 0.043, -0.162], [2.229, -1.417, -0.263]], "mulliken_charge": [-0.49, 0.40, 0.79, 0.30, -0.44, -0.11, -0.30, -0.44, -0.54, -0.30, 0.39, 0.28, 0.22, 0.24], "lumo_energy_ev": 0.55, "e_tot_ha": -524.2162, "de_lowest_ev": 2.556}

(14)
{"formula": "C4H4N4O2S", "method": "wB97M-V/def2-TZVPD", "symbols": ["C", "C", "C", "C", "N", "N", "N", "N", "O", "O", "S", "H", "H", "H", "H"], "xyz": [[-0.748, -0.679, 0.408], [-1.220, -1.226, -0.680], [-0.096, 0.695, 0.648], [0.321, -0.722, -3.124], [-0.022, 1.509, -0.421], [0.445, 0.405, -2.481], [-0.460, 1.238, -1.639], [-0.430, -1.455, 1.507], [0.313, 1.026, 1.713], [0.799, -1.412, -3.975], [-1.496, -1.508, -2.242], [0.599, 2.285, -0.257], [1.295, 0.901, -2.679], [-0.181, -2.455, 1.189], [0.242, -1.109, 2.186]], "mulliken_charge": [0.68, -0.21, 0.60, 0.60, 0.26, 0.00, -1.16, -0.52, -0.60, -0.47, -0.24, 0.28, 0.26, 0.23, 0.29], "lumo_energy_ev": [-1.87, -1.87], "e_tot_ha": -922.3143, "de_lowest_ev": 4.792}

(15)
{"formula": "C4H4N4S", "method": "wB97M-V/def2-TZVPD", "symbols": ["C", "C", "C", "C", "N", "N", "N", "N", "S", "H", "H", "H", "H"], "xyz": [[2.705, 0.709, 0.024], [0.405, 1.658, -0.025], [0.372, -0.769, 0.106], [-1.986, -0.927, -0.122], [3.863, 0.594, 0.048], [-0.772, 1.201, -0.061], [1.400, 0.703, 0.148], [-0.768, -0.137, 0.059], [1.005, -2.229, 0.303], [0.668, 2.692, 0.019], [-1.647, -1.866, -0.497], [-2.486, -1.151, 0.778], [-2.758, -0.477, -0.779]], "mulliken_charge": [0.46, -0.06, 0.29, -0.83, -0.46, -0.85, -0.24, 0.62, -0.30, 0.44, 0.30, 0.33, 0.29], "lumo_energy_ev": 0.15, "smiles": "Cn1ncn(C#N)c1=S", "e_tot_ha": -771.9522, "de_lowest_ev": 0.585}

(16)
{"formula": "C4H4N6", "method": "wB97M-V/def2-TZVPD", "symbols": ["C", "C", "C", "C", "N", "N", "N", "N", "N", "N", "H", "H", "H", "H"], "xyz": [[3.180, -0.664, 0.014], [-1.926, -1.159, 0.205], [-1.566, 0.798, -0.181], [0.935, 0.705, 0.149], [4.318, -0.728, -0.076], [-2.492, -0.016, -0.117], [-0.616, -1.191, 0.207], [1.194, 1.927, 0.133], [-0.320, 0.125, 0.049], [1.850, -0.634, -0.074], [-2.352, -2.167, 0.170], [-1.615, 1.883, -0.407], [2.127, 2.129, 0.201], [1.272, -1.457, 0.038]], "mulliken_charge": [0.36, -0.19, 0.11, 0.50, -0.44, -0.50, -0.91, -0.56, 0.53, -0.18, 0.34, 0.39, 0.26, 0.28], "lumo_energy_ev": -0.15, "e_tot_ha": -483.2921, "de_lowest_ev": 0.205}

(17)
{"formula": "C4H4N7O3", "method": "wB97M-V/def2-TZVPD", "symbols": ["C", "C", "C", "C", "N", "N", "N", "N", "N", "N", "N", "O", "O", "O", "H", "H", "H", "H"], "xyz": [[-0.609, 0.997, -0.769], [1.561, -1.760, 1.705], [-0.633, 3.552, 0.456], [0.826, 0.130, 0.833], [0.069, 1.113, 0.312], [2.462, -0.878, 2.028], [-1.238, 3.196, -0.491], [2.032, 0.310, 1.458], [0.648, -1.177, 0.814], [-1.328, 2.010, -1.190], [2.644, 1.629, 1.918], [3.565, 1.497, 2.595], [-0.125, 4.134, 1.318], [1.985, 2.546, 1.541], [-0.695, 0.022, -1.193], [1.716, -2.781, 2.061], [-0.155, -1.563, 0.502], [-1.480, 2.259, -2.198]], "mulliken_charge": [-0.17, -0.13, 0.67, 0.51, -0.42, -0.67, -0.37, 0.42, -0.06, 0.07, 1.13, -0.48, -0.35, -0.49, 0.44, 0.43, 0.14, 0.34], "lumo_energy_ev": -4.73, "smiles": "O=C=NN/C=N/c1[nH+]cnn1[N+](=O)[O-]", "e_tot_ha": -763.3848, "de_lowest_ev": 0.473, "total_charge": 1}

(18)
{"formula": "C4H4NOS", "method": "wB97M-V/def2-TZVPD", "symbols": ["C", "C", "C", "C", "N", "O", "S", "H", "H", "H", "H"], "xyz": [[0.592, -1.895, -0.056], [-0.184, 0.133, -0.107], [1.233, 0.229, -0.139], [-1.214, 1.178, -0.010], [-0.539, -1.158, -0.036], [1.705, -1.139, -0.015], [2.373, 1.458, -0.165], [0.600, -2.978, 0.277], [-0.795, 1.888, 0.617], [-1.737, 1.627, -0.855], [-2.033, 0.659, 0.490]], "mulliken_charge": [-0.12, 0.51, 0.07, -1.03, -0.67, -0.32, -0.56, 0.30, 0.29, 0.23, 0.30], "lumo_energy_ev": 3.93, "smiles": "Cc1ncoc1[S-]", "e_tot_ha": -683.0323, "de_lowest_ev": 0.902, "total_charge": -1}

(19)
{"formula": "C4H4NP", "method": "wB97M-V/def2-TZVPD", "symbols": ["C", "C", "C", "C", "N", "P", "H", "H", "H", "H"], "xyz": [[-0.453, 0.487, -0.051], [-0.231, 0.466, 1.368], [0.358, -0.124, -1.184], [0.082, 0.657, 2.525], [1.539, -0.122, -1.517], [-1.383, -0.789, -1.288], [-0.917, 1.380, -0.489], [0.254, 0.679, 3.616], [1.933, -0.704, -2.271], [-1.183, -1.929, -0.709]], "mulliken_charge": [-0.45, -0.37, 0.22, 0.04, -0.51, 0.06, 0.33, 0.39, 0.27, 0.01], "lumo_energy_ev": 0.55, "smiles": "[H]/N=C1\\P[C@H]1C#C", "e_tot_ha": -550.7662, "de_lowest_ev": 1.456}

(20)
{"formula": "C4H4O", "method": "wB97M-V/def2-TZVPD", "symbols": ["C", "C", "C", "C", "O", "H", "H", "H", "H"], "xyz": [[-0.648, 0.166, 0.081], [0.667, 0.677, 0.416], [-2.372, 0.198, -0.186], [0.331, -0.554, -0.373], [-3.494, -0.240, 0.239], [1.135, 1.595, -0.029], [1.227, 0.566, 1.440], [-2.282, 0.677, -1.118], [0.642, -1.421, -0.871]], "mulliken_charge": [0.13, -0.52, 0.17, -0.27, -0.45, 0.17, 0.15, 0.24, 0.38], "lumo_energy_ev": 0.26, "smiles": "O=CC1=CC1", "e_tot_ha": -229.8719, "de_lowest_ev": 4.247}